28
Properties=species:S:1:pos:R:3:lowdin_charge:R:1 method="wB97M-V/def2-TZVPD" homo_ev="0.66 / -6.26" de_lowest_ev=0.346 homo_lumo_gap_ev="2.43 / 9.24" charge=-1 multiplicity=2
H 3.30 -1.89 0.23 0.071
O -0.05 -0.46 -3.85 -0.113
H -0.55 0.29 -4.24 0.042
O -2.47 0.21 2.46 -0.150
N 0.10 2.46 1.62 0.056
O -2.65 -2.58 0.96 -0.329
H -0.12 -0.27 -2.86 0.027
H 1.56 2.43 -0.04 0.176
C 1.23 -1.57 -0.36 -0.228
H 0.27 0.73 -1.48 0.110
H -0.73 0.55 -0.03 0.079
H -2.65 -3.17 1.77 -0.035
C 1.32 -0.28 -0.03 -0.127
H 2.04 -3.27 0.67 0.085
H -1.68 -2.60 0.76 -0.056
H 2.26 0.02 0.32 0.076
H 2.71 -2.88 -1.09 0.047
H -0.54 1.80 2.07 0.069
C -0.53 3.04 -0.54 -0.248
H -3.10 0.63 1.88 0.001
H 0.40 -1.95 -0.81 0.044
H -2.43 -0.70 2.19 -0.050
H 0.96 2.47 2.14 0.060
O -1.32 2.51 -1.26 0.032
C 0.25 0.73 -0.34 -0.190
C 2.41 -2.47 -0.14 -0.160
C 0.44 2.12 0.27 -0.399
H -0.43 4.10 -0.24 0.110


102
Properties=species:S:1:pos:R:3:lowdin_charge:R:1 method="wB97M-V/def2-TZVPD" homo_ev="-10.01 / -10.00" homo_lumo_gap_ev="7.27 / 6.76" charge=+1 multiplicity=5
H -0.65 -4.81 4.45 0.111
H -0.61 -4.21 -3.45 0.147
H -2.21 -2.75 0.25 0.117
H 2.59 -4.37 2.79 0.115
C -1.89 -3.21 1.17 -0.100
C -0.50 0.20 3.24 -0.284
C 0.75 4.60 -0.38 -0.059
C -4.40 1.68 1.07 -0.069
H 5.85 -0.60 -1.39 0.095
F 2.81 0.62 -3.81 0.143
C -1.15 0.10 4.47 -0.081
H -3.17 -2.63 -4.26 0.075
C 1.16 1.63 4.22 -0.066
C -3.10 1.20 1.13 -0.092
C 1.22 -4.84 0.66 -0.012
H -2.27 1.81 0.81 0.051
C -5.21 -0.39 1.98 -0.064
H -2.72 -1.52 -5.55 0.075
H -2.59 -5.17 0.66 0.115
H -0.39 3.17 -5.98 0.113
C 4.41 1.58 -0.67 -0.559
N 1.11 -2.70 -0.54 -0.066
F 3.29 1.96 -0.01 0.096
C -3.06 2.00 -4.27 -0.069
N 2.54 -1.37 1.29 0.020
C 5.39 -0.12 -2.25 0.039
H -2.05 -0.48 4.55 0.114
C 3.86 -1.29 3.28 -0.025
C -0.79 -3.00 3.30 -0.077
H 1.79 6.30 0.40 0.112
S 0.12 -0.83 -2.65 0.732
C -1.65 4.81 -0.51 -0.080
F 4.53 1.91 -3.78 0.154
H -2.60 4.37 -0.76 0.107
H -0.33 -1.84 -5.07 0.092
H 5.12 -0.89 -2.97 0.106
C -2.86 -0.08 1.61 -0.268
C -2.29 2.42 -5.34 -0.060
C 2.81 -3.33 2.62 0.008
H -1.10 -3.38 -5.52 0.121
H -2.34 -1.11 -3.88 0.027
H -0.28 -2.40 4.03 0.103
N -0.25 -0.30 0.49 -0.421
N -0.57 -3.21 -3.54 -0.005
H -0.27 7.62 0.74 0.110
C -2.42 -1.93 -4.60 -0.092
C 0.83 5.88 0.14 -0.056
H 3.50 0.33 1.94 0.099
H 2.05 2.24 4.11 0.110
C 3.59 -2.63 3.52 -0.029
H -3.74 -1.87 2.42 0.103
C -1.22 2.43 -2.80 -0.380
C -0.44 2.85 -3.86 -0.047
C -0.48 4.07 -0.69 -0.338
C 0.02 -2.54 -2.54 -0.739
C -5.46 0.89 1.49 -0.065
Os 1.39 -0.30 -0.46 1.509
H -2.70 2.40 -6.34 0.111
C -0.62 0.74 5.57 -0.063
C -1.05 -2.60 -4.76 -0.269
C 0.54 1.50 5.45 -0.063
F 5.18 1.02 0.27 0.146
H 6.09 0.58 -2.70 0.099
H 0.64 -5.17 -0.19 0.072
H 0.58 3.17 -3.69 0.112
H 0.63 -5.00 1.57 0.058
C -2.10 -4.55 1.41 -0.068
C 3.30 -0.71 2.15 -0.128
C -2.53 2.00 -2.99 -0.098
F 2.78 2.44 -2.67 0.133
H -6.47 1.26 1.46 0.110
C 4.09 0.59 -1.81 -0.453
H -3.10 1.66 -2.14 0.104
C 0.64 0.98 3.11 -0.096
C -3.92 -0.88 2.04 -0.075
H -4.59 2.68 0.71 0.105
H -2.46 6.68 0.11 0.111
O 3.17 -0.30 -1.37 -0.311
O 0.76 1.81 -1.15 -0.664
N 0.45 -3.26 -1.52 -0.009
C -0.99 2.84 -5.14 -0.050
H 2.13 -5.43 0.73 0.093
H 1.64 4.00 -0.53 0.097
H -1.87 -6.17 2.80 0.113
F 5.03 2.70 -1.05 0.183
S -0.65 2.31 -1.10 1.017
C 2.29 -2.68 1.49 -0.210
H 3.99 -3.12 4.39 0.118
C -1.01 -4.35 3.53 -0.076
C -1.56 6.10 -0.02 -0.065
H 4.48 -0.71 3.94 0.115
C -1.68 -5.12 2.60 -0.080
H -4.08 1.67 -4.43 0.112
H 1.10 1.07 2.13 0.068
C -0.32 6.63 0.32 -0.066
H 0.95 1.99 6.31 0.110
C 3.55 1.40 -3.02 -0.569
H -1.10 0.66 6.53 0.111
H -6.03 -1.01 2.31 0.110
C -1.26 -2.42 2.13 -0.295
P -1.12 -0.64 1.75 0.852
C 1.52 -3.38 0.49 -0.270


107
Properties=species:S:1:pos:R:3:lowdin_charge:R:1 method="wB97M-V/def2-TZVPD" homo_ev=-10.30 de_lowest_ev=0.659 homo_lumo_gap_ev=7.99 charge=+1
H -2.89 3.82 5.36 0.104
H -1.20 -5.58 -0.22 0.097
C 1.27 3.08 -2.24 -0.411
C 1.45 -0.10 5.07 -0.033
N 4.05 -0.56 1.15 0.195
N 2.05 0.11 0.14 0.057
C 0.81 -0.26 2.71 -0.352
H -1.93 -0.44 -3.02 0.046
C -2.94 3.30 4.41 -0.082
C -1.85 2.13 2.61 -0.137
C -4.13 -1.42 -0.70 -0.086
H -5.91 0.40 1.63 0.067
H -5.03 2.44 -4.16 0.105
H 0.72 -0.79 -4.69 0.036
C -4.26 1.86 -2.24 -0.117
H -1.33 0.71 -4.25 0.048
Co 0.12 0.08 -0.06 0.131
B 0.20 -1.82 -0.24 -0.633
C -4.15 3.17 3.74 -0.070
H 2.18 3.44 1.58 0.021
H -3.59 3.97 0.30 0.089
C -4.20 2.51 2.52 -0.091
H -6.09 0.54 -0.12 0.078
H -4.58 -1.00 -1.60 0.066
N 2.17 -0.24 2.44 0.195
As 0.39 0.30 -2.47 1.226
H -0.96 4.70 -1.09 0.030
C -4.26 -0.49 0.50 -0.588
C -1.39 0.48 -3.19 -0.230
N -0.04 -0.14 1.76 0.090
C 1.14 -3.87 0.15 -0.462
O -1.67 0.46 -0.12 -0.385
C -4.71 2.77 -3.18 -0.078
C -4.75 4.13 -2.86 -0.083
C -0.34 4.56 -0.20 -0.274
C -3.78 -1.25 1.74 -0.093
H -4.26 0.81 -2.52 0.084
H -1.01 -0.15 2.04 0.062
H 2.51 5.34 -4.43 0.110
C 2.14 4.40 -4.06 -0.067
H 1.94 0.86 4.89 0.098
H 2.87 -4.79 -0.80 0.097
C -1.78 2.80 3.83 -0.109
H 2.37 3.37 -5.93 0.110
C 1.74 4.29 -2.74 -0.101
H 3.14 2.80 0.23 0.012
C 1.18 1.97 -3.08 -0.384
H -3.82 -0.64 2.65 0.075
C 1.01 -4.91 1.24 0.001
H 1.09 -5.92 0.83 0.101
C -3.90 3.61 -0.67 -0.100
C 2.73 -0.23 1.18 -0.443
C 2.07 3.29 -4.90 -0.069
H 0.07 -4.82 1.77 0.090
H -4.40 -2.14 1.91 0.090
H 1.37 -4.26 -2.69 0.081
H -5.09 4.85 -3.59 0.104
H -0.83 2.92 4.33 0.103
H -1.44 0.44 4.33 0.074
H 3.24 -3.57 0.42 0.087
C -1.27 -4.52 -0.48 0.000
C -4.35 4.54 -1.60 -0.082
H -1.89 1.29 -2.66 0.008
C -3.06 1.96 1.93 -0.207
As 0.68 2.90 -0.39 1.202
H -0.99 4.48 0.67 0.012
C -0.92 -0.53 4.38 -0.010
H -2.01 -4.40 -1.27 0.100
H -1.43 -1.24 3.72 0.091
H -0.30 -4.78 -2.93 0.099
H 0.86 -1.96 -3.37 0.008
N 0.49 -0.42 4.02 -0.116
C 0.52 -4.73 -2.21 -0.002
H 2.23 -0.90 -3.75 0.042
H 1.80 5.16 -2.09 0.100
C 0.06 -3.98 -0.97 -0.457
H 2.78 -0.48 3.20 0.128
H -2.75 -1.60 1.60 0.063
H -5.16 2.45 2.01 0.102
O -0.15 -2.58 -1.32 0.063
H -4.64 -2.37 -0.51 0.087
H 2.59 4.49 0.20 0.023
C 1.14 -0.97 -3.71 -0.240
H 2.66 -3.08 -1.18 0.092
H 4.56 -0.47 0.29 0.121
H 0.33 5.41 -0.08 0.026
C 2.32 3.47 0.50 -0.296
C -3.84 2.25 -0.97 -0.207
H -3.08 -1.65 -0.92 0.062
H 4.58 -0.70 1.98 0.115
H -0.94 1.76 2.17 0.059
H 1.82 -4.78 1.97 0.093
H -5.05 3.58 4.17 0.107
C 1.59 2.09 -4.41 -0.103
H 1.53 1.24 -5.08 0.091
H 0.92 -0.04 6.01 0.095
H -1.62 -3.97 0.40 0.094
H -6.36 -1.01 0.69 0.086
O 0.87 -2.56 0.72 0.083
C -5.73 -0.11 0.69 -0.082
Si -3.12 1.02 0.27 0.481
H -0.99 -0.91 5.39 0.100
H -4.39 5.59 -1.34 0.104
H 0.79 -5.75 -1.94 0.102
C 2.56 -3.83 -0.39 -0.005
H 2.60 0.05 -0.71 0.088
H 2.21 -0.88 5.18 0.093


Quick rundown of total energy, same order as above: -16174.9589, -107565.0862, -219725.4759 eV